No. 1
{
  "formula": "C35H44AsS4SiTc",
  "method": "wB97M-V/def2-TZVPD",
  "symbols": ["H", "H", "H", "C", "H", "H", "C", "C", "H", "H", "C", "C", "H", "H", "H", "C", "H", "S", "H", "H", "H", "C", "C", "C", "C", "C", "C", "C", "H", "H", "H", "H", "H", "C", "H", "H", "C", "C", "S", "C", "C", "H", "H", "H", "C", "Si", "H", "H", "H", "C", "C", "H", "H", "H", "H", "H", "H", "H", "S", "C", "H", "As", "H", "H", "C", "C", "C", "C", "H", "H", "H", "Tc", "H", "C", "H", "C", "S", "C", "C", "C", "H", "C", "C", "H", "C", "C"],
  "positions_angstrom": [[-1.73045, -5.93181, 1.47083], [2.08830, -2.09663, 4.73611], [-3.83592, -1.36361, 3.34051], [-0.82512, -1.51853, 1.74816], [-2.64357, -0.36751, -0.11156], [-1.55899, 1.17485, 1.93086], [1.04366, -2.89600, 1.58502], [-1.02863, -4.05932, 0.65737], [-0.62038, -5.59550, -0.78738], [4.30800, 0.17252, 2.77622], [-1.23344, -5.03172, 1.83403], [-2.22571, -0.91622, 1.97715], [2.38946, 5.39490, 2.16940], [-3.14164, -3.51115, 0.68043], [3.53551, -1.09384, 4.81437], [-4.14351, 3.12511, -1.17750], [3.04377, 1.71199, -6.58006], [3.58761, 0.38633, -4.60085], [0.68899, 0.84061, -6.59594], [3.44179, -3.47317, 2.98199], [-3.05918, 0.88047, 2.80648], [2.54209, 1.53091, -5.63860], [3.08895, 2.17350, -4.42625], [3.39287, -0.08116, 2.24046], [2.14585, 2.46693, -3.32856], [1.09625, 1.24651, -5.67954], [-2.06801, 0.47822, 2.60405], [1.47807, -1.71013, 2.18657], [3.09937, 3.05440, 1.85473], [-4.12414, 4.02063, -4.44731], [2.68884, 0.74275, 2.37573], [-2.69437, -4.70108, -0.51939], [0.35395, 0.14721, 2.63231], [3.80090, -2.53636, 2.55231], [-0.55080, 4.94652, -0.88794], [1.96849, -0.34285, 4.52311], [0.65110, 3.18828, -0.49404], [-3.75733, 3.65622, -3.49743], [-0.34541, 0.06242, -1.32332], [1.67733, 2.66698, 0.29728], [-0.10563, -4.72853, -0.37480], [3.95952, 2.80800, -4.52936], [-0.74238, 1.26706, -4.67880], [2.54637, 2.96457, -2.45285], [-4.61057, 3.57565, -2.40714], [-0.19913, 2.35009, -1.88449], [-1.85271, -4.60101, 2.62103], [-0.28089, -5.33091, 2.27437], [-1.53217, 0.45445, 3.55398], [0.31394, 1.50313, -4.62424], [1.90253, 4.77977, 1.42437], [3.98353, -2.69012, 1.48548], [0.57269, 6.33806, 0.78756], [2.00713, 1.64179, 0.16418], [-2.28258, -3.01005, -0.78896], [-3.12139, -2.80998, 2.63917], [1.66447, -3.75532, 1.39509], [-3.93821, -0.04627, 1.02495], [1.62322, -2.65362, -4.35349], [0.33599, -0.84726, 2.21849], [4.75827, -2.30687, 3.01931], [1.67207, -0.96980, -3.29896], [-1.77062, 3.36455, -4.22126], [-2.45638, 2.42616, -0.07046], [-1.94591, 2.81649, -2.13643], [-2.36400, -3.78746, -0.02572], [0.84125, 2.12517, -3.40272], [2.82357, -1.38914, 2.79698], [0.82633, -5.09091, 0.05780], [-2.27026, -1.93336, 3.91740], [0.13257, -4.05928, -1.20490], [0.66239, -1.23837, 0.04216], [-3.65458, -1.68094, 0.48105], [-2.81777, 2.75307, -1.04076], [-4.81329, 3.07855, -0.32918], [-2.42943, 3.27506, -3.36553], [2.43629, -1.81233, -0.99871], [0.25672, 4.51990, -0.30282], [2.57905, -1.22129, 4.30729], [0.88414, 5.31167, 0.64877], [-5.64524, 3.87426, -2.51185], [-3.15681, -0.75967, 0.76357], [-0.35232, -2.81913, 1.24165], [3.63230, -0.16600, 1.17967], [2.29879, 3.45912, 1.24946], [-2.89542, -1.82063, 3.02984]],
  "total_charge": 2,
  "e_above_lowest_kj_mol": 0.0,
  "homo_ev": -14.1,
  "gap_ev": 6.04,
  "fmax_ev_per_a": 0.60
}

No. 2
{
  "formula": "C35H44CaI2N4OSbSi2Te",
  "method": "wB97M-V/def2-TZVPD",
  "symbols": ["H", "H", "H", "H", "C", "C", "C", "C", "C", "C", "N", "H", "H", "H", "C", "H", "I", "O", "C", "H", "C", "H", "H", "H", "H", "H", "C", "N", "Si", "H", "H", "Sb", "C", "H", "H", "C", "Ca", "H", "C", "H", "C", "H", "Te", "H", "C", "H", "C", "C", "H", "H", "C", "H", "Si", "H", "H", "H", "H", "C", "H", "C", "H", "C", "C", "N", "C", "C", "I", "C", "H", "N", "C", "H", "H", "H", "C", "H", "C", "C", "H", "H", "H", "H", "C", "C", "H", "C", "H", "H", "C", "C", "C"],
  "positions_angstrom": [[5.89584, -2.22131, -0.69474], [-0.03394, 2.66939, -2.12524], [2.00361, -2.52363, 2.08828], [-1.07808, -5.27982, -0.00555], [2.65519, -3.13205, 1.47826], [-1.61708, 3.63475, 0.62444], [5.26745, -1.92928, 2.38570], [-0.81285, -3.28161, -2.68501], [0.70376, 1.55330, 2.30231], [2.92324, 0.69036, -2.42792], [-0.39771, -0.66797, 2.22317], [-6.72510, 0.23240, 2.11526], [-2.51771, -0.55961, -2.92887], [-3.17054, 5.88932, 3.34436], [-1.42461, -0.85062, -2.86938], [6.11350, -1.27937, 2.15476], [-1.81352, 7.92377, 1.79925], [-2.44882, 1.76996, 1.72621], [-1.97046, 5.83603, 1.58727], [1.32425, -1.73349, 5.56030], [-1.27182, -2.10471, -2.10233], [-0.18446, 1.18221, -4.03954], [2.96080, 0.10114, 1.44433], [4.08072, 0.30766, 0.10702], [4.41671, 0.42126, -5.24910], [1.15453, -1.69747, -3.90583], [4.94206, -2.73632, -0.55747], [-3.69002, -0.98635, 1.18671], [2.27038, 0.48056, -4.17774], [2.93232, 1.76674, -2.13899], [1.57197, -1.37751, -5.59256], [-1.98423, -3.36089, 2.00169], [-0.42471, 3.31091, -1.33497], [0.92682, 2.51726, -3.96690], [-4.87228, 1.88661, 1.02991], [-1.41663, 5.04759, 0.59000], [-1.65810, 0.25716, 0.30541], [-5.71546, 0.93043, -0.31525], [1.93588, -1.31160, -4.55622], [-0.41427, -5.40255, -2.49768], [-4.76852, -2.37655, 2.85436], [-4.70620, -3.25819, 3.45539], [1.88525, -0.50349, -0.95108], [2.81323, -1.99575, -4.47317], [-4.83295, 1.00330, 0.36041], [2.08667, -3.58545, 0.62281], [-3.69283, -2.06193, 1.98907], [-1.54626, -3.20506, -0.09715], [-6.66221, -1.71241, 3.60690], [1.52987, 0.57954, 4.68250], [-1.11307, -4.41995, -0.68141], [-0.54851, -3.27463, -3.73786], [4.06493, -2.04088, 0.94590], [4.30255, -2.69684, -1.46373], [5.16390, -3.80276, -0.35192], [0.63967, 1.72271, -5.49029], [-1.08212, -0.91698, -3.90710], [0.43507, 0.17029, 2.89048], [3.01159, -3.97533, 2.11282], [-0.69654, 5.54300, -0.51288], [0.36880, 5.06780, -2.28507], [-2.36429, 3.02034, 1.67203], [-2.91552, 3.85281, 2.63295], [-1.63321, -2.05516, -0.81478], [-4.78684, -0.20461, 1.25735], [-2.71356, 5.25322, 2.57488], [-4.20106, 3.18353, 4.14632], [0.85833, -1.43537, 4.64532], [3.92209, 0.32157, -2.43352], [-1.14590, 2.78560, -0.36204], [-5.85234, -0.43173, 2.07686], [-0.90773, -0.04833, -2.36665], [-3.93690, 1.11904, -0.26194], [4.76869, -1.59152, 3.28918], [-0.75769, -4.50093, -2.00965], [1.51101, 2.04104, 2.81140], [-0.58981, -1.88841, 2.75759], [3.57518, 1.12157, -5.29910], [3.97850, 2.13581, -4.97036], [-0.07946, -3.35077, 4.24008], [-0.19706, 2.15801, 2.40306], [-0.60378, 6.62957, -0.57863], [-0.16398, 4.71044, -1.43506], [0.76472, 1.55916, -4.43989], [5.67496, -2.90044, 2.61232], [0.06636, -2.31981, 3.92820], [0.92080, 1.49034, 1.23507], [3.20180, 1.18492, -6.35619], [3.38838, -0.36535, 0.57422], [-5.85365, -1.54002, 2.89691], [0.98306, -0.16767, 4.12179]],
  "total_charge": 1,
  "e_above_lowest_kj_mol": 30.7,
  "homo_ev": -9.4,
  "gap_ev": 6.77,
  "fmax_ev_per_a": 2.57
}